This record from OMol25 describes an isolated molecule of C19H21N3O4. The level of theory is ωB97M-V/def2-TZVPD.

Summary:
Lowest unoccupied orbital energy = 0.2 eV
Frontier orbital gap = 7.94 eV
HOMO level = -0.2858 Ha
ΔE to the lowest compared entry with this formula, charge and spin = 2.222 eV
SMILES string = CCOC(=O)CCc1c(C)nc2cc(-c3ccccc3OC)[nH]n2c1=O

Last column: natural (NBO) charge in e.
CARTESIAN COORDINATES (ANGSTROEM)
C  -2.51095  -3.16497  0.20020  -0.66
C  -2.76350  -2.20265  1.35323  -0.07
H  -1.83882  -1.97069  1.88785  0.19
H  -3.49474  -2.62746  2.04996  0.19
O  -3.23780  -0.93065  0.90744  -0.52
C  -4.46514  -0.88317  0.38246  0.80
O  -5.21208  -1.82491  0.32619  -0.60
C  -4.81339  0.51066  -0.09014  -0.49
H  -5.84369  0.48932  -0.44708  0.23
H  -4.74379  1.18603  0.76326  0.22
C  -3.88359  0.99767  -1.21629  -0.41
C  -2.46499  1.18431  -0.76033  -0.22
C  -2.03986  2.24848  0.01665  0.28
N  -0.78428  2.39362  0.47141  -0.52
C  0.07404  1.45507  0.16379  0.39
N  -0.27599  0.38408  -0.61551  -0.20
N  0.79081  -0.43611  -0.75896  -0.35
C  1.85720  0.11378  -0.11357  0.20
C  1.44260  1.28100  0.48376  -0.32
H  2.02539  1.94033  1.08805  0.25
C  3.14628  -0.55989  -0.09904  -0.16
C  3.20982  -1.94370  -0.24589  -0.16
C  4.41934  -2.61139  -0.24003  -0.24
C  5.59155  -1.89299  -0.08935  -0.17
C  5.55643  -0.51747  0.05822  -0.32
C  4.34508  0.16620  0.05881  0.41
O  4.23183  1.51085  0.18325  -0.50
C  5.40019  2.29153  0.27981  -0.25
H  5.97108  2.05213  1.18236  0.18
H  5.05561  3.32280  0.33598  0.21
H  6.03920  2.17206  -0.60039  0.18
H  6.48443  0.01884  0.17462  0.22
H  6.54370  -2.40136  -0.08322  0.22
H  4.44604  -3.68416  -0.34925  0.22
H  2.29357  -2.50683  -0.34073  0.21
H  0.74264  -1.19827  -1.41718  0.44
C  -1.54338  0.16638  -1.15847  0.63
O  -1.71720  -0.80705  -1.88244  -0.68
C  -2.95809  3.36066  0.42052  -0.65
H  -3.60064  3.04500  1.24072  0.22
H  -2.35792  4.19891  0.76242  0.24
H  -3.58935  3.67373  -0.40749  0.22
H  -3.88241  0.25710  -2.01889  0.24
H  -4.28600  1.93390  -1.60940  0.22
H  -1.92084  -4.00828  0.54847  0.21
H  -1.98290  -2.65368  -0.60142  0.24
H  -3.45550  -3.52878  -0.19439  0.23


This record from OMol25 describes a cluster of 2 separate species, C19H21N4O2S in total in a non-equilibrium geometry. The level of theory is ωB97M-V/def2-TZVPD.

Summary:
Lowest unoccupied orbital energy = 2.2 eV
Frontier orbital gap = 5.01 eV
HOMO level = -0.1050 Ha
Total charge = -1

Last column: natural (NBO) charge in e.
CARTESIAN COORDINATES (ANGSTROEM)
C  -2.14283  -1.92120  1.24947  -0.65
C  -0.87074  -2.13274  0.51025  0.24
C  -0.89780  -2.42159  -0.80301  -0.34
C  0.29327  -2.57323  -1.62986  0.64
O  1.41172  -2.49793  -1.14667  -0.63
N  0.19155  -2.81048  -3.00477  -0.43
C  1.41317  -2.95174  -3.77542  -0.42
C  -1.07982  -2.98664  -3.70687  -0.40
N  0.32196  -1.86112  1.17359  -0.04
N  0.58837  -0.69795  1.47872  -0.21
C  1.78987  -0.42805  2.08723  0.74
N  2.17592  0.90353  2.07045  -0.62
C  3.32435  1.44941  2.67092  0.24
C  3.41229  2.81908  2.90864  -0.26
C  4.51874  3.35502  3.52683  -0.21
C  5.56892  2.53941  3.90334  -0.24
C  5.50613  1.18136  3.66194  -0.20
C  4.39140  0.64393  3.06262  -0.26
O  2.45316  -1.29383  2.61640  -0.59
H  -3.01340  -2.07370  0.60921  0.23
H  -2.22715  -2.61353  2.08773  0.21
H  -2.18169  -0.90203  1.63463  0.26
H  -1.86535  -2.48697  -1.26169  0.21
H  2.27023  -2.78227  -3.12631  0.25
H  1.47982  -3.95636  -4.18708  0.18
H  1.43766  -2.22380  -4.58377  0.19
H  -1.93529  -2.88697  -3.04757  0.21
H  -1.17557  -2.23950  -4.49326  0.19
H  -1.11786  -3.98146  -4.14691  0.18
H  1.52045  1.51933  1.59543  0.44
H  2.58729  3.44872  2.62459  0.22
H  4.55995  4.41332  3.72939  0.21
H  6.42726  2.96073  4.39901  0.20
H  6.32647  0.54108  3.94744  0.21
H  4.32084  -0.41623  2.89527  0.26
S  -1.34293  1.94422  -0.17868  -0.51
C  -2.88829  2.04874  -0.80323  -0.16
C  -3.12070  2.42237  -2.13610  -0.27
C  -4.40439  2.48758  -2.63135  -0.21
C  -5.48343  2.18752  -1.81660  -0.31
C  -5.27337  1.81978  -0.49832  -0.21
C  -3.99435  1.75178  0.00652  -0.27
H  -2.28090  2.65391  -2.76857  0.20
H  -4.57101  2.76613  -3.65883  0.19
H  -6.48640  2.23551  -2.20918  0.19
H  -6.11244  1.57974  0.13336  0.19
H  -3.82510  1.46713  1.03107  0.20


This record from OMol25 describes a structure of composition C19H21N5O2W in a non-equilibrium geometry. The level of theory is ωB97M-V/def2-TZVPD.

Summary:
Lowest unoccupied orbital energy (alpha / beta) = -17.8 / -17.4 eV
Frontier orbital gap (alpha / beta) = 2.62 / 4.23 eV
HOMO level (alpha / beta) = -0.7487 / -0.7946 Ha
Total charge = +4
<S²> = 2.040
Spin multiplicity = 3
ΔE to the lowest compared entry with this formula, charge and spin = 3.073 eV

Last column: natural (NBO) charge in e.
CARTESIAN COORDINATES (ANGSTROEM)
N  2.43819  -1.41389  1.97229  -0.42
C  2.31977  -2.54755  2.21252  0.34
C  2.20027  -3.96907  2.49070  -0.75
H  3.14539  -4.35857  2.89255  0.31
H  1.95530  -4.50916  1.56553  0.26
H  1.40559  -4.14222  3.22841  0.28
N  -2.53455  -1.27555  -2.74377  -0.58
C  -3.62727  -1.46305  -3.08837  0.72
C  -5.00215  -1.69475  -3.45827  -0.78
H  -5.09932  -2.70026  -3.89412  0.34
H  -5.31751  -0.94222  -4.19558  0.34
H  -5.64074  -1.61738  -2.56509  0.34
N  1.73674  2.60596  0.80846  -0.43
C  1.82022  3.47019  0.03476  0.34
C  1.97892  4.56972  -0.90190  -0.75
H  1.01802  5.07903  -1.04172  0.27
H  2.32551  4.18549  -1.86920  0.27
H  2.71045  5.29087  -0.51369  0.31
W  -0.47134  -0.84741  -2.05847  1.14
C  -1.29399  0.61714  -0.76568  0.57
O  -1.73419  1.58620  -0.24230  -0.24
C  -1.33424  -1.17221  -0.12823  0.56
O  -1.83314  -1.57797  0.86339  -0.19
C  0.92007  -2.38261  -2.29038  -0.26
C  1.48544  -1.29713  -1.59654  -0.21
C  1.40466  -0.00169  -2.13679  -0.24
C  0.75430  0.21063  -3.36609  -0.26
C  0.17539  -0.87403  -4.05598  -0.20
C  0.25810  -2.17319  -3.51606  -0.21
H  0.96443  -3.37937  -1.86212  0.34
H  1.98685  -1.45110  -0.64568  0.36
H  1.85520  0.83225  -1.60748  0.35
H  0.69761  1.20994  -3.78048  0.34
H  -0.34068  -0.70172  -4.99402  0.34
H  -0.21219  -3.00681  -4.02724  0.34
N  -1.06207  3.13792  2.17922  -0.57
C  -0.52160  2.13724  2.90537  0.43
C  0.27998  2.41677  4.05828  -0.09
C  0.78502  1.34647  4.79242  -0.16
C  0.47807  0.04777  4.36331  -0.07
C  -0.31097  -0.11684  3.21309  0.14
N  -0.80300  0.88414  2.49155  -0.51
H  -1.41034  2.89465  1.25582  0.41
H  -0.73110  4.08008  2.33400  0.44
H  0.47336  3.46489  4.28259  0.27
H  1.40813  1.51552  5.67091  0.29
H  0.84883  -0.84313  4.86352  0.27
H  -0.54940  -1.12398  2.86656  0.20


This record from OMol25 describes an isolated molecule of C19H21N5O3S in a non-equilibrium geometry. The level of theory is ωB97M-V/def2-TZVPD.

Summary:
Lowest unoccupied orbital energy = 0.6 eV
Frontier orbital gap = 8.86 eV
HOMO level = -0.3035 Ha
ΔE to the lowest compared entry with this formula, charge and spin = 0.139 eV
SMILES string = C[C@H]1CCN(C(=O)Cn2cnc3c2c(=O)n(C)c(=O)n3C)c2ccccc2S1

Last column: natural (NBO) charge in e.
CARTESIAN COORDINATES (ANGSTROEM)
C  -2.25992  4.17643  2.55454  -0.61
C  -1.28935  3.04364  2.26067  -0.30
C  0.02417  3.21827  3.01527  -0.43
C  0.93139  1.98760  2.89444  -0.22
N  0.82489  1.40608  1.56515  -0.48
C  1.35735  2.09282  0.52940  0.68
O  2.12290  3.02133  0.69146  -0.61
C  0.84958  1.73462  -0.87844  -0.32
N  1.43462  0.55696  -1.45543  -0.30
C  2.73357  0.27809  -1.67283  0.22
N  2.93031  -0.91343  -2.19635  -0.48
C  1.69218  -1.44007  -2.32829  0.35
C  0.73233  -0.54633  -1.87987  -0.08
C  -0.66349  -0.85323  -1.85091  0.67
O  -1.56054  -0.12496  -1.46174  -0.63
N  -0.90116  -2.13887  -2.33098  -0.46
C  0.03317  -3.05906  -2.79559  0.80
O  -0.31118  -4.15650  -3.17524  -0.63
N  1.35639  -2.67091  -2.79705  -0.41
C  2.38028  -3.57376  -3.27614  -0.41
H  1.91625  -4.54160  -3.45431  0.25
H  2.81074  -3.19060  -4.20168  0.21
H  3.16778  -3.65476  -2.52835  0.21
C  -2.27644  -2.60862  -2.33689  -0.42
H  -2.34643  -3.54269  -1.78131  0.22
H  -2.60456  -2.78722  -3.36064  0.21
H  -2.88714  -1.83861  -1.87173  0.24
H  3.52276  0.96364  -1.43631  0.22
H  1.07803  2.60204  -1.50839  0.24
H  -0.23279  1.57270  -0.85249  0.27
C  0.04604  0.22869  1.45424  0.18
C  0.65658  -0.93090  0.98990  -0.22
C  -0.04618  -2.11621  0.88593  -0.23
C  -1.37880  -2.15352  1.26318  -0.20
C  -1.98105  -1.02285  1.77338  -0.20
C  -1.27914  0.17474  1.89420  -0.20
S  -2.14631  1.47271  2.71890  0.25
H  -3.01062  -1.04667  2.09527  0.22
H  -1.94398  -3.06829  1.17396  0.22
H  0.44653  -3.00387  0.51876  0.22
H  1.70566  -0.89281  0.73309  0.22
H  0.64288  1.22008  3.61424  0.22
H  1.97119  2.27293  3.07101  0.23
H  -0.17635  3.40914  4.07032  0.22
H  0.53813  4.08614  2.59688  0.23
H  -1.11363  2.98419  1.18457  0.21
H  -1.81032  5.12813  2.27969  0.22
H  -2.50711  4.19879  3.61371  0.21
H  -3.17919  4.04660  1.98881  0.22


This record from OMol25 describes an isolated molecule of C19H21NO6S. The level of theory is ωB97M-V/def2-TZVPD.

Summary:
Lowest unoccupied orbital energy = 0.6 eV
Frontier orbital gap = 8.69 eV
HOMO level = -0.2991 Ha
ΔE to the lowest compared entry with this formula, charge and spin = 0.000 eV
SMILES string = COc1ccccc1NC(=O)COC(=O)CCS(=O)(=O)c1ccc(C)cc1

Last column: natural (NBO) charge in e.
CARTESIAN COORDINATES (ANGSTROEM)
C  -5.61762  -0.38381  1.01869  -0.25
H  -5.77250  -1.10549  1.81907  0.20
O  -4.31963  -0.62605  0.53886  -0.50
C  -3.81022  0.20065  -0.40929  0.37
C  -4.53960  1.16794  -1.09198  -0.31
C  -3.95965  1.89800  -2.11628  -0.20
C  -2.64900  1.66620  -2.48845  -0.24
C  -1.90123  0.72642  -1.80048  -0.21
C  -2.45836  0.01530  -0.74952  0.06
N  -1.66816  -0.91660  -0.04673  -0.63
C  -1.60074  -0.97298  1.29832  0.66
O  -2.17587  -0.23811  2.06914  -0.60
C  -0.71703  -2.10260  1.85623  -0.18
H  -1.37438  -2.81821  2.35706  0.22
H  -0.03252  -1.66225  2.58934  0.23
O  0.02019  -2.83651  0.88493  -0.50
C  1.29319  -2.50497  0.70233  0.82
O  1.86858  -1.63349  1.30390  -0.61
C  1.96069  -3.37189  -0.34772  -0.52
C  2.99174  -2.52571  -1.06504  -0.63
H  3.41851  -3.01970  -1.93254  0.26
H  3.77252  -2.18802  -0.38915  0.25
S  2.14215  -1.01244  -1.68336  2.15
O  0.71790  -1.25691  -1.59182  -0.99
O  2.66531  -0.73080  -2.99351  -0.93
C  2.57170  0.34147  -0.59690  -0.24
C  3.89870  0.71769  -0.51429  -0.21
C  4.25487  1.75288  0.32933  -0.21
C  3.29260  2.41293  1.08980  0.01
C  1.96300  2.02342  0.97790  -0.20
C  1.59793  0.98886  0.13507  -0.19
H  0.56873  0.68256  0.04546  0.24
H  1.20403  2.52692  1.55761  0.22
C  3.68942  3.53945  1.99207  -0.63
H  3.84820  4.44473  1.40585  0.23
H  2.91453  3.74102  2.72648  0.22
H  4.61845  3.31062  2.50938  0.22
H  5.28991  2.05294  0.40385  0.21
H  4.63406  0.20777  -1.11762  0.23
H  2.42962  -4.22619  0.14735  0.25
H  1.20049  -3.73585  -1.03775  0.25
H  -0.94368  -1.37001  -0.59694  0.45
H  -0.87641  0.52655  -2.07603  0.23
H  -2.20494  2.21699  -3.30294  0.21
H  -4.54853  2.64090  -2.63332  0.21
H  -5.57254  1.34826  -0.83973  0.22
H  -5.71225  0.62777  1.42419  0.18
H  -6.37214  -0.53967  0.23916  0.17